(1)
A molecular structure, C8H32N16O8Pb at a distorted geometry, computed with wB97M-V/def2-TZVPD.

```
65
Properties=species:S:1:pos:R:3:forces:R:3
Pb -22.143 -28.479 -26.360 0.30 -0.34 0.26
O -23.420 -26.331 -26.532 -0.17 -0.08 0.13
O -21.739 -27.819 -23.740 -0.09 0.50 -0.06
O -21.737 -30.542 -24.810 -0.36 -0.20 -0.14
O -19.908 -29.604 -27.147 0.09 -0.15 0.75
O -22.932 -30.614 -27.801 0.12 0.09 -0.33
O -24.390 -29.036 -24.909 0.20 0.09 0.02
O -21.648 -28.090 -28.856 0.19 -0.26 -0.14
O -20.310 -26.650 -26.158 -0.11 -0.38 -0.38
N -20.416 -25.182 -24.419 0.21 -0.10 -0.41
N -18.456 -25.493 -25.574 -0.38 -0.40 -0.39
N -26.210 -28.771 -23.563 0.88 -0.57 -0.45
N -25.089 -25.191 -27.543 -0.11 0.07 0.40
N -18.515 -29.366 -28.906 0.70 0.12 0.57
N -23.006 -27.523 -30.593 0.43 -0.16 -0.20
N -20.737 -27.246 -30.767 -0.59 -0.56 0.14
N -19.926 -31.850 -24.498 0.24 0.05 -0.04
N -17.818 -28.722 -26.818 -0.24 -0.23 0.66
N -22.103 -29.361 -22.123 0.26 0.62 0.07
N -22.251 -32.731 -28.314 -0.22 0.08 -0.29
N -25.725 -30.824 -24.486 0.30 -0.11 0.32
N -20.594 -27.650 -21.792 0.18 0.07 -0.13
N -21.937 -32.822 -24.955 -0.31 0.15 -0.06
N -24.186 -31.856 -29.199 -0.07 -0.15 0.09
N -25.038 -25.375 -25.249 0.23 -0.08 0.07
C -21.781 -27.689 -30.005 -0.40 1.22 0.10
C -21.245 -31.663 -24.771 0.76 -0.39 0.38
C -19.776 -25.811 -25.443 0.35 0.43 0.99
C -24.456 -25.670 -26.435 -0.17 0.19 -0.83
C -18.805 -29.284 -27.571 -0.26 0.47 -1.43
C -21.489 -28.254 -22.615 -0.27 -0.40 0.02
C -23.103 -31.669 -28.412 -0.02 0.24 0.55
C -25.340 -29.533 -24.321 -1.11 0.31 -0.46
H -20.439 -27.943 -20.845 -0.09 0.06 0.03
H -22.630 -33.660 -28.343 0.33 -0.13 -0.22
H -19.858 -27.064 -30.319 0.06 -0.01 -0.11
H -21.720 -29.821 -21.318 -0.33 -0.22 0.02
H -21.332 -25.514 -24.179 -0.06 0.07 0.05
H -24.326 -32.710 -29.706 -0.03 0.14 -0.21
H -20.225 -26.767 -22.095 0.11 -0.06 -0.01
H -20.927 -26.988 -31.718 0.46 0.16 -0.02
H -19.508 -32.752 -24.352 -0.09 -0.01 -0.06
H -21.505 -33.717 -24.808 -0.03 0.02 0.06
H -25.855 -27.839 -23.438 -0.26 0.05 0.45
H -19.224 -29.550 -29.591 -0.13 -0.24 0.15
H -24.797 -31.072 -29.326 -0.18 -0.14 0.03
H -22.816 -29.761 -22.705 0.19 -0.34 -0.06
H -22.939 -32.780 -24.934 -0.01 0.04 -0.06
H -16.875 -28.596 -27.141 -0.04 -0.09 -0.10
H -25.866 -24.559 -27.468 -0.09 -0.13 -0.07
H -25.221 -31.392 -25.140 0.01 0.01 -0.02
H -26.710 -29.247 -22.831 -0.12 0.42 0.18
H -18.003 -24.764 -25.055 0.05 -0.02 -0.08
H -17.967 -28.759 -25.824 0.11 0.05 -0.01
H -24.499 -25.619 -24.437 -0.05 0.19 0.08
H -25.724 -24.644 -25.197 -0.04 -0.04 0.21
H -19.335 -31.047 -24.398 -0.12 0.09 -0.04
H -21.308 -32.560 -28.020 -0.08 -0.07 0.39
H -19.953 -24.443 -23.923 -0.28 0.02 0.14
H -17.547 -29.321 -29.171 -0.17 0.03 -0.41
H -23.076 -26.961 -31.422 -0.24 -0.11 -0.01
H -26.540 -31.187 -24.028 -0.03 -0.09 -0.16
H -23.841 -27.818 -30.126 0.07 -0.09 0.10
H -24.878 -25.575 -28.444 0.27 0.09 0.00
H -17.993 -25.974 -26.324 0.24 0.23 -0.03
```
Forces are in eV/Å.

Values from the calculation:
- net charge = +2
- Kohn-Sham gap (eV) = 10.32

=====

(2)
8 unconnected molecules or ions with the total composition C8H32N2O8 at a distorted geometry, computed with wB97M-V/def2-TZVPD.

```
50
Properties=species:S:1:pos:R:3:forces:R:3
O 7.108 0.147 -22.758 -1.72 0.10 0.38
O 9.706 0.233 -23.533 -0.72 -0.13 -0.93
O 6.521 -8.008 -21.659 0.53 -1.17 0.46
O 3.886 -5.258 -23.780 -0.14 1.19 -0.14
O 3.035 0.020 -25.046 -1.28 -3.58 4.90
O 5.498 -3.270 -24.817 0.83 1.23 -0.88
O 5.888 -3.455 -19.715 0.53 1.35 -0.61
O 9.225 -4.157 -22.294 -0.16 0.28 -0.28
N 1.822 -0.419 -23.153 -6.81 3.09 6.16
N 3.235 -1.928 -23.679 1.31 -3.23 0.71
C 5.780 -3.564 -21.145 1.52 -0.59 0.27
C 2.707 -0.746 -23.956 4.76 1.85 -8.48
C 6.901 -7.147 -22.684 -1.50 1.11 -0.66
C 6.789 -3.840 -24.792 -0.82 -1.71 1.14
C 3.528 -6.140 -24.800 0.02 -1.96 -0.21
C 10.598 -4.401 -22.547 0.02 -1.12 2.79
C 6.036 -0.320 -23.580 0.30 2.60 -1.35
C 9.851 -1.176 -23.612 0.76 0.44 -0.59
H 6.300 -0.309 -24.672 -0.11 -0.20 0.90
H 6.774 -7.512 -23.696 0.31 -0.72 -0.26
H 9.056 -4.264 -21.352 0.06 0.09 -0.08
H 1.675 -0.927 -22.228 0.23 1.21 -2.07
H 7.846 -6.721 -22.533 1.73 0.36 0.04
H 5.159 0.356 -23.509 0.72 -0.04 0.14
H 9.854 -1.535 -24.643 -0.25 0.28 -0.24
H 2.601 -6.679 -24.551 0.18 0.10 0.00
H 7.258 -8.638 -21.536 -0.74 0.37 0.03
H 3.545 -5.699 -23.025 -0.09 -0.02 1.51
H 6.718 -4.962 -24.788 0.01 0.74 0.33
H 10.457 0.662 -23.167 0.92 0.28 0.43
H 7.357 -3.525 -23.904 0.06 0.00 -0.48
H 6.244 -6.280 -22.687 -0.34 0.05 0.32
H 1.226 0.409 -23.352 0.97 -1.06 0.35
H 11.270 -3.656 -22.098 -0.23 0.02 -0.29
H 10.829 -1.481 -23.243 -0.29 -0.31 0.63
H 2.829 -2.575 -22.899 1.33 1.82 -2.39
H 6.173 -4.571 -21.392 -0.16 0.55 -0.42
H 6.420 -2.781 -21.680 -1.03 -0.94 1.07
H 10.776 -4.542 -23.560 0.07 0.27 -1.99
H 4.877 -3.853 -24.433 -0.82 -1.37 0.79
H 3.327 -5.666 -25.742 0.40 0.49 -0.37
H 8.982 -1.574 -23.121 0.16 -0.92 0.52
H 4.050 -2.210 -24.254 -0.86 0.13 0.79
H 4.749 -3.519 -21.447 -0.48 0.30 -0.38
H 7.248 -3.653 -25.719 0.94 0.80 -0.99
H 5.671 -1.246 -23.298 -0.28 -2.06 0.55
H 10.850 -5.382 -22.092 0.19 0.40 -0.10
H 5.478 -4.199 -19.296 -0.35 -0.62 0.08
H 4.345 -6.884 -24.833 -0.44 0.07 -0.75
H 7.919 -0.186 -23.099 0.76 0.17 -0.36
```
Forces are in eV/Å.

Values from the calculation:
- Kohn-Sham gap (eV) = 8.77

=====

(3)
8 unconnected molecules or ions with the total composition C8H32N4O8 at a distorted geometry, computed with wB97M-V/def2-TZVPD.

```
52
Properties=species:S:1:pos:R:3:forces:R:3
O 1.773 -0.236 0.992 -0.77 -0.18 0.12
O -2.845 3.611 -2.400 -0.76 1.85 1.37
O 0.353 0.541 -1.831 -0.92 -0.83 -1.53
O -1.001 -0.034 0.446 0.37 -0.48 0.95
O -0.156 -2.067 2.413 2.23 -1.12 -0.43
O 0.288 -4.110 -0.153 1.14 -0.62 1.08
O 2.865 -0.704 -2.689 -1.62 -5.64 1.87
O -2.087 2.340 3.172 5.57 2.88 -3.66
N 3.036 -3.072 -2.287 3.90 -0.45 -2.68
N -0.247 2.324 1.604 0.29 -4.18 -2.67
N -0.507 4.081 2.694 -1.29 5.68 3.42
N 1.385 -2.041 -1.437 -2.28 0.27 1.56
C -0.994 2.893 2.495 -6.14 -3.37 3.85
C -2.358 0.116 0.102 -0.31 0.16 -0.27
C -2.202 2.568 -3.052 0.15 -0.10 0.01
C 0.970 1.758 -1.578 -1.68 1.08 0.07
C -1.122 -4.082 -0.090 -0.85 0.16 0.19
C -1.016 -1.736 3.428 -2.21 1.42 -0.60
C 3.035 0.289 0.656 -1.05 2.43 0.68
C 2.432 -1.924 -2.189 1.71 5.25 -1.44
H -1.816 1.960 -2.252 0.94 -0.77 -0.26
H 0.684 -4.313 0.735 -0.90 0.38 -1.13
H -1.431 -3.874 0.921 -0.18 -0.44 0.53
H -1.563 -3.217 -0.608 0.63 -0.27 -0.48
H 0.316 0.388 -2.808 0.22 -0.03 1.27
H 1.651 0.011 1.918 -0.31 -0.39 -0.18
H 0.260 2.586 -1.838 0.99 -0.27 -0.04
H -0.474 0.363 -0.257 0.07 -0.71 -0.65
H 1.113 1.784 -0.527 0.26 0.16 1.01
H -0.171 -1.410 1.717 -0.24 0.41 -0.37
H 3.050 1.291 1.148 0.73 -0.41 -0.22
H -2.308 3.959 -1.645 -0.64 -0.64 -1.16
H -3.009 -0.137 0.948 0.40 0.12 -0.06
H -2.577 -0.588 -0.720 -0.25 0.65 0.03
H 3.783 -0.328 1.047 1.49 -0.81 0.24
H 3.936 -3.018 -2.738 -0.06 -0.61 -0.02
H -0.454 1.409 1.159 -0.12 0.57 1.03
H -2.490 1.187 -0.135 -0.63 -0.54 -0.27
H 1.915 1.788 -2.027 1.35 0.45 -0.96
H 1.117 -2.893 -0.829 0.37 1.84 -1.23
H -2.009 -1.904 2.994 -0.51 0.07 0.73
H -1.068 4.735 3.341 1.52 -1.53 -1.58
H 2.720 -3.889 -1.854 -0.38 -0.98 0.54
H -1.454 3.018 -3.735 -0.08 -0.90 0.10
H -1.546 -5.020 -0.485 0.11 0.41 0.23
H -0.994 -0.672 3.713 0.22 -0.19 0.03
H 1.190 -1.098 -1.205 -1.50 0.54 0.97
H -2.946 1.936 -3.567 0.30 0.56 -0.10
H 0.184 4.489 2.066 -0.62 -0.09 0.52
H 3.118 0.509 -0.392 0.07 -0.60 -0.61
H -0.911 -2.336 4.301 0.44 -0.63 0.50
H 0.581 2.766 1.316 0.84 0.44 -0.32
```
Forces are in eV/Å.

Values from the calculation:
- Kohn-Sham gap (eV) = 9.27

=====

(4)
9 unconnected molecules or ions with the total composition C8H32N9O11 at a distorted geometry, computed with wB97M-V/def2-TZVPD.

```
60
Properties=species:S:1:pos:R:3:forces:R:3
O 2.443 -23.692 14.703 -0.38 3.11 -1.44
O 1.034 -28.921 17.710 -3.31 -0.49 2.36
O 2.832 -29.885 17.250 1.40 0.57 0.27
O 2.500 -27.750 16.815 1.40 -0.36 0.34
O 4.300 -31.853 21.419 0.57 -0.69 -0.13
O 1.834 -32.365 16.744 -0.42 -0.55 -0.03
O 0.539 -29.007 21.214 2.00 2.27 0.76
O 2.325 -25.056 19.566 0.12 1.07 0.40
O 5.041 -30.934 15.566 0.67 0.52 0.56
O 0.167 -26.477 19.270 -1.70 0.54 -0.08
O -2.548 -26.706 15.761 -3.09 1.75 -1.53
N 3.235 -25.711 14.843 1.77 -2.70 -0.80
N 3.270 -30.148 20.411 0.01 2.37 -3.59
N -0.427 -27.060 15.997 5.89 0.58 -1.35
N -1.852 -28.360 17.005 -0.43 -3.63 2.31
N 2.170 -28.832 17.318 0.87 -0.09 -2.67
N -0.256 -30.497 19.805 -0.09 -2.03 -3.41
N -1.327 -30.106 21.602 -3.59 -0.66 2.81
N 2.556 -30.823 22.339 -1.89 -0.50 3.11
N 1.945 -24.927 16.455 -2.06 -0.49 4.10
C 3.413 -25.840 19.240 1.14 -0.51 0.29
C 6.154 -30.992 16.470 -0.20 -1.03 -0.68
C -1.645 -27.375 16.168 -2.21 1.27 0.50
C -1.170 -26.175 19.741 0.87 -0.33 1.72
C 3.425 -31.001 21.366 1.46 -1.79 1.18
C 2.545 -24.710 15.326 0.23 0.73 -1.33
C -0.303 -29.798 20.879 1.58 1.02 0.82
C 0.575 -32.310 16.127 -0.06 -0.07 -0.51
H 3.779 -25.627 18.236 0.10 -0.26 -0.19
H -1.471 -29.628 22.481 -0.15 -0.47 -0.21
H -1.306 -26.555 20.754 0.28 -0.79 0.26
H 2.419 -29.604 20.405 0.14 0.17 -0.33
H -2.038 -26.573 19.214 0.46 0.37 -0.86
H 7.054 -30.985 15.854 0.06 0.19 0.10
H -0.115 -26.186 15.599 -0.42 -0.24 -0.05
H 1.460 -24.175 16.923 0.26 0.03 -0.36
H 6.220 -30.228 17.245 -0.29 0.34 -0.25
H -0.225 -31.909 16.750 -0.07 0.00 0.42
H 0.577 -31.693 15.229 0.13 0.15 -0.22
H 0.292 -27.410 19.084 -0.16 -0.28 -0.04
H 4.254 -25.667 19.911 0.05 0.51 0.18
H 1.518 -25.550 19.407 -0.52 -0.29 0.06
H 3.792 -30.313 19.562 -0.28 0.22 0.05
H 2.239 -25.658 17.086 -0.18 -0.04 -0.36
H 3.253 -26.908 19.390 -0.38 -0.24 -0.39
H 2.605 -31.495 23.091 -0.08 0.35 -0.14
H -1.049 -28.834 17.394 -0.40 -0.11 0.11
H 4.299 -30.638 16.098 -0.40 0.16 -0.06
H -2.792 -28.601 17.284 0.39 0.08 -0.30
H 0.289 -33.311 15.806 0.05 -0.08 0.15
H 1.857 -30.094 22.345 0.12 -0.13 -0.08
H 6.117 -31.961 16.968 0.18 -0.09 0.27
H -1.217 -25.124 20.026 -0.02 0.29 -1.17
H -1.151 -30.935 19.641 0.75 -0.24 -1.34
H 0.414 -30.208 19.107 -0.18 -0.36 -0.62
H 0.298 -27.724 16.226 0.00 0.52 0.19
H -1.820 -30.933 21.297 -0.42 0.37 1.03
H 3.682 -25.569 13.949 -0.20 -0.28 0.37
H 2.113 -31.462 16.908 0.20 0.34 0.24
H 3.162 -26.605 15.308 0.43 -0.11 -0.46
```
Forces are in eV/Å.

Values from the calculation:
- net charge = -1
- Kohn-Sham gap (eV) = 9.00

=====

(5)
8 unconnected molecules or ions with the total composition C8H32O8 at a distorted geometry, computed with wB97M-V/def2-TZVPD.

```
48
Properties=species:S:1:pos:R:3:forces:R:3
O 13.854 10.006 13.769 -0.10 0.36 0.02
O 9.265 13.690 22.932 0.56 -0.67 -1.52
O 17.701 18.874 23.578 1.60 0.01 1.01
O 13.997 16.557 17.820 -0.44 0.30 0.29
O 17.324 14.141 14.117 -0.15 0.01 0.23
O 6.936 20.035 18.410 -0.31 -0.07 -1.29
O 9.344 15.565 11.891 -0.78 1.49 -0.77
O 13.936 26.090 18.503 -0.34 0.62 0.45
C 6.404 18.950 17.610 0.06 -0.60 1.47
C 18.708 14.082 13.835 0.13 0.22 -0.45
C 13.903 24.737 18.888 0.75 -0.54 -0.61
C 10.230 14.517 11.953 1.07 -1.10 0.98
C 9.812 13.270 21.614 -0.75 0.43 1.07
C 16.466 18.596 23.067 -1.68 0.52 -1.81
C 13.433 9.404 14.992 0.11 -0.02 -0.59
C 13.158 17.540 17.227 0.50 0.35 -1.27
H 12.353 9.275 15.066 -0.15 0.15 -0.11
H 14.444 16.134 17.084 0.15 -0.15 0.10
H 16.288 17.562 22.771 -0.08 -0.37 0.69
H 12.572 18.143 17.920 0.08 -0.63 0.32
H 16.919 13.392 13.674 -0.15 0.01 0.15
H 15.679 19.028 23.684 0.15 -0.50 0.40
H 7.141 18.156 17.494 0.25 0.07 -0.22
H 5.593 18.497 18.180 -0.30 -0.08 -0.14
H 10.339 14.125 21.191 0.05 -0.16 -0.04
H 14.824 24.513 19.426 0.03 0.10 -0.05
H 13.267 26.203 17.824 -0.01 0.18 0.03
H 13.754 18.247 16.650 0.35 0.37 0.20
H 13.450 9.577 13.011 -0.08 -0.15 0.14
H 9.716 13.217 23.635 0.11 -0.07 -0.13
H 10.450 12.386 21.625 0.21 0.16 0.51
H 18.833 13.641 12.846 0.42 -0.08 0.01
H 13.753 10.088 15.777 0.10 -0.34 0.06
H 13.885 8.415 15.058 0.13 0.01 0.49
H 13.916 24.184 17.948 -0.09 -0.73 0.26
H 18.361 18.546 22.963 0.11 0.05 0.08
H 10.044 14.054 12.922 0.36 -0.88 -0.11
H 6.003 19.194 16.626 0.36 0.82 0.25
H 11.271 14.838 11.979 -0.12 0.61 0.02
H 8.983 12.985 20.966 -0.18 0.30 0.10
H 16.335 19.121 22.121 -0.10 0.29 -0.39
H 10.211 13.813 11.121 -0.52 -0.20 -0.06
H 8.463 15.223 12.060 0.00 0.08 -0.06
H 12.548 17.110 16.432 -0.63 -0.25 0.36
H 19.115 15.093 13.801 -0.15 0.07 0.01
H 7.134 19.694 19.285 -0.06 -0.15 -0.07
H 13.084 24.405 19.526 -0.35 0.37 -0.07
H 19.286 13.535 14.580 -0.13 -0.24 0.07
```
Forces are in eV/Å.

Values from the calculation:
- Kohn-Sham gap (eV) = 10.42

=====

(6)
8 unconnected molecules or ions with the total composition C8H32O8 at a distorted geometry, computed with wB97M-V/def2-TZVPD.

```
48
Properties=species:S:1:pos:R:3:forces:R:3
O -0.768 -0.858 -3.003 0.99 -0.59 -1.00
O -0.727 2.933 -1.187 0.43 -0.16 1.44
O 3.315 3.191 -0.026 1.03 -0.14 -0.06
O 2.503 0.177 2.977 -0.36 -0.13 1.17
O 1.773 -3.079 0.325 -0.23 -0.07 0.10
O -1.914 -3.426 0.352 0.90 0.13 0.31
O -0.207 1.231 1.030 1.08 -0.65 0.58
O -2.851 0.644 -1.317 1.45 1.04 0.23
C -2.996 -2.861 -0.334 -0.65 -1.14 0.40
C 1.205 -2.464 1.512 2.17 2.67 -1.62
C 2.393 3.539 0.960 -2.06 -0.68 0.89
C -3.961 0.072 -1.946 -1.06 1.89 -0.39
C -1.107 0.207 1.432 1.19 0.13 0.38
C 3.812 -0.142 2.667 1.39 2.70 0.38
C -0.047 -1.441 -1.902 -3.37 1.15 0.76
C 0.467 2.360 -1.730 -1.08 -0.13 0.34
H 0.993 1.782 -1.014 0.01 -0.68 0.77
H 3.947 -1.142 2.495 0.22 -2.77 -0.36
H 1.378 3.725 0.494 1.28 -0.08 0.47
H -0.159 -0.652 -1.171 -0.03 -0.25 1.21
H -0.606 -0.388 2.211 -0.14 0.38 -0.21
H -3.717 -3.657 -0.499 -0.51 0.17 -0.24
H 0.081 1.790 -2.512 0.31 -1.55 -1.59
H 4.460 0.163 3.507 -0.23 -0.27 -0.07
H -0.522 1.828 0.353 -0.86 -0.05 -0.13
H -1.080 3.475 -1.868 -0.56 0.88 -0.65
H -0.583 -2.356 -1.584 1.06 0.26 0.03
H 2.262 2.723 1.694 -0.21 -0.01 -0.42
H -3.703 -0.850 -2.416 -0.15 -1.05 0.06
H -1.621 -0.664 -2.630 -0.45 0.34 0.17
H -3.430 -2.127 0.307 -0.38 0.60 0.42
H 4.106 2.877 0.445 -0.35 0.19 -0.52
H 2.664 4.360 1.612 0.29 0.76 -0.34
H -4.266 0.727 -2.757 -0.28 0.05 -0.36
H 4.267 0.380 1.809 -0.54 0.10 -0.06
H -2.770 -2.399 -1.272 0.55 0.21 -0.69
H 2.046 0.597 2.273 -0.61 0.49 -1.08
H -1.971 0.646 1.835 -1.39 0.52 0.71
H -1.401 -0.466 0.660 -0.07 -0.42 -0.87
H 1.933 -2.680 2.345 -1.21 0.64 -0.43
H -4.837 0.066 -1.264 0.63 -0.61 -0.22
H 1.155 3.062 -2.067 1.07 1.63 -0.71
H 2.481 -2.488 0.024 -0.38 -0.41 0.20
H -2.505 1.466 -1.759 -0.69 -1.33 0.66
H 0.196 -2.761 1.670 -0.57 -0.76 0.13
H -1.799 -4.340 0.087 0.08 -0.02 -0.11
H 1.127 -1.316 1.190 0.27 -2.20 1.49
H 0.980 -1.466 -2.006 2.00 -0.79 -1.14
```
Forces are in eV/Å.

Values from the calculation:
- Kohn-Sham gap (eV) = 10.19

=====

Kohn-Sham gap of number 3 (C8H32N4O8)? 9.27 eV

=====

The lowest Kohn-Sham gap belongs to which entry? C8H32N2O8

=====

Among the records above, which one has the highest Kohn-Sham gap? number 5

=====

Which formula does entry 5 have? C8H32O8